The following is a quantum chemistry calculation of a structure of composition C17H58CuF3N26O15, from the Open Molecules 2025 dataset.

Last column: Löwdin charge in e.
Atoms and positions in Å:
Cu  -0.959  0.443  3.310  0.59
C  -1.136  0.874  0.207  -0.37
O  -0.451  -0.075  1.015  -0.19
O  -1.386  1.828  1.183  -0.23
C  -0.410  1.270  -1.227  -0.52
F  -1.261  1.867  -1.985  0.14
F  0.623  2.107  -1.006  0.12
F  0.009  0.235  -2.051  0.09
C  -0.116  -1.381  0.497  -0.23
C  -0.074  -2.530  1.496  -0.06
H  -0.942  -2.452  2.150  0.08
H  -0.007  -3.464  0.937  0.06
H  0.787  -2.430  2.158  0.07
H  0.823  -1.135  0.001  0.11
H  -0.802  -1.651  -0.306  0.10
H  -2.068  0.384  -0.078  0.14
C  -4.306  -3.850  0.776  -0.74
O  -4.813  -3.937  1.872  0.02
N  -2.933  -3.919  0.599  0.16
N  -5.004  -3.758  -0.329  0.17
H  -2.575  -3.795  1.535  0.06
H  -2.522  -3.699  -0.297  0.03
H  -5.993  -3.712  -0.128  0.12
H  -4.567  -3.362  -1.148  0.08
C  4.547  1.535  -2.125  -0.76
O  5.698  1.276  -2.423  0.03
N  3.510  1.702  -2.923  0.16
N  4.199  1.891  -0.895  0.16
H  2.625  2.062  -2.595  0.07
H  3.670  1.600  -3.915  0.11
H  3.333  2.344  -0.638  0.07
H  4.920  1.722  -0.209  0.12
C  -3.821  4.525  0.492  -0.83
O  -4.555  5.402  0.088  0.03
N  -4.128  3.478  1.181  0.17
N  -2.562  4.487  0.219  0.16
H  -3.446  2.765  1.396  0.08
H  -5.074  3.541  1.528  0.12
H  -1.928  3.798  0.597  0.05
H  -2.182  5.339  -0.169  0.12
C  -0.852  -5.376  3.061  -0.90
O  -0.357  -4.786  3.987  0.04
N  -2.099  -5.372  3.077  0.16
N  -0.276  -6.070  2.179  0.21
H  -2.550  -5.150  3.953  0.14
H  -2.767  -5.734  2.411  0.11
H  -0.756  -6.446  1.374  0.12
H  0.729  -6.023  2.084  0.09
C  -1.468  0.696  -5.567  -0.75
O  -1.284  -0.182  -6.380  0.03
N  -1.270  1.936  -5.956  0.14
N  -2.109  0.605  -4.388  0.18
H  -1.062  2.061  -6.936  0.12
H  -1.701  2.671  -5.413  0.10
H  -1.847  1.314  -3.717  0.07
H  -2.501  -0.306  -4.199  0.07
C  1.651  4.579  -3.279  -0.74
O  1.546  4.903  -2.128  0.02
N  2.484  5.157  -4.137  0.19
N  0.894  3.640  -3.808  0.18
H  2.476  4.745  -5.059  0.11
H  3.046  5.943  -3.846  0.13
H  1.145  3.425  -4.762  0.11
H  0.089  3.365  -3.264  0.10
C  2.321  4.515  1.039  -0.74
O  2.654  4.067  2.133  0.00
N  3.231  5.020  0.268  0.16
N  1.124  4.708  0.452  0.17
H  3.104  5.285  -0.698  0.09
H  4.145  5.129  0.682  0.12
H  0.262  4.396  0.876  0.08
H  0.998  4.959  -0.518  0.05
C  2.839  -4.347  0.443  -0.77
O  2.263  -4.604  1.490  0.03
N  2.318  -3.884  -0.657  0.19
N  4.107  -4.469  0.303  0.17
H  2.898  -3.357  -1.294  0.13
H  1.353  -3.639  -0.486  0.08
H  4.547  -4.651  -0.588  0.12
H  4.641  -4.802  1.093  0.11
C  4.661  -2.702  4.432  -0.80
O  4.813  -1.680  5.005  0.08
N  3.781  -2.915  3.469  0.17
N  5.201  -3.871  4.637  0.15
H  3.808  -3.730  2.873  0.06
H  3.102  -2.171  3.547  0.10
H  5.987  -3.827  5.270  0.11
H  5.333  -4.522  3.875  0.10
C  -0.438  3.596  4.581  -0.65
O  -0.452  2.337  4.737  -0.03
N  -0.148  4.482  5.523  0.17
N  -1.069  4.127  3.542  0.19
H  -0.184  5.490  5.478  0.12
H  0.334  4.129  6.337  0.12
H  -1.075  5.137  3.529  0.12
H  -1.456  3.478  2.872  0.08
C  -4.840  -0.743  -2.723  -0.75
O  -4.024  -1.436  -3.243  0.03
N  -5.005  -0.723  -1.423  0.19
N  -5.643  0.087  -3.390  0.17
H  -4.440  -1.257  -0.778  0.11
H  -5.831  -0.221  -1.128  0.12
H  -6.538  0.271  -2.959  0.11
H  -5.496  0.276  -4.372  0.12
C  -1.110  -3.538  -2.800  -0.76
O  -1.860  -3.925  -1.906  0.01
N  0.045  -4.053  -3.132  0.18
N  -1.479  -2.602  -3.592  0.19
H  0.532  -4.043  -4.016  0.12
H  0.380  -4.718  -2.450  0.10
H  -2.297  -2.232  -3.129  0.07
H  -1.153  -2.542  -4.546  0.13
C  2.133  0.726  3.023  -0.83
O  1.535  -0.240  3.351  0.03
N  2.046  1.022  1.763  0.22
N  2.669  1.511  3.869  0.22
H  2.056  1.994  1.488  0.08
H  1.451  0.317  1.353  0.08
H  2.589  1.324  4.858  0.14
H  3.398  2.138  3.560  0.11

Calculated values
Energy relative to the best compared isomer or geometry (same formula, charge and spin) in kJ/mol: 363.1
DFT total energy in eV: -140824.029
Multiplicity: 1
LUMO energy in eV: -0.12
Highest occupied orbital energy in eV: -8.7
Gap between HOMO and LUMO in eV: 8.54